(P)
The following is a DFT calculation (wB97M-V/def2-TZVPD) of an isolated ion of composition C3HO3S and charge -1.

Structure (XYZ):
```
8
C3HO3S | OMol25 | wB97M-V/def2-TZVPD
O -2.28132 0.22191 0.21559
C -1.08234 0.31534 0.21787
S -0.25239 1.76956 0.77669
O 1.24748 1.04581 0.55603
C 1.14048 -0.18710 -0.16993
C -0.13871 -0.73244 -0.26751
O -0.62678 -1.85612 -0.54619
H 1.99357 -0.57696 -0.78255
```

Net charge: -1
SMILES: O=c1socc1[O-]
HOMO level (eV): -2.82

=====

(Q)
The following is a DFT calculation (wB97M-V/def2-TZVPD) of an isolated ion of composition C3HO3S and charge -1.

Structure (XYZ):
```
8
C3HO3S | OMol25 | wB97M-V/def2-TZVPD
C 0.23271 0.35357 0.07435
C -1.67921 0.41423 -0.71533
C -2.03156 0.84721 1.48218
O -2.05219 0.22284 -1.87836
O -2.70655 0.99131 2.48818
O -2.55833 0.62129 0.25160
S -0.31619 0.81492 1.67829
H 0.31120 -0.67682 0.08129
```

Net charge: -1
HOMO level (eV): -3.11

=====

Which one sits at the bottom of the stability order? (Q) does.

=====

(P)
The following is a DFT calculation (wB97M-V/def2-TZVPD) of a 2-piece molecular cluster, C8H16O2 overall.

Structure (XYZ):
```
26
C8H16O2 | OMol25 | wB97M-V/def2-TZVPD
C -1.52535 -1.92140 -0.08169
C -0.80964 -1.94239 -1.43396
C -1.69771 -2.53713 -2.56027
C -1.19226 -2.73373 -3.91345
O -2.89826 -2.70733 -2.42932
H -2.18614 -2.80178 -0.01177
H -2.14309 -1.01085 -0.00479
H -0.82132 -1.94163 0.76716
H -0.41068 -0.95704 -1.74277
H 0.04093 -2.64911 -1.38360
H -0.62276 -3.67556 -3.98579
H -0.49684 -1.89003 -4.05897
H -1.94334 -2.71385 -4.72097
C 0.58424 1.73361 0.46691
C 1.81779 1.94455 1.30556
C 1.39388 1.91886 2.75803
C 1.63460 3.19582 3.54800
O 0.77868 0.95553 3.22866
H 0.78913 1.57620 -0.60540
H -0.00716 2.65774 0.58013
H -0.01426 0.88510 0.83899
H 2.56909 1.13909 1.19496
H 2.30152 2.89782 1.01793
H 1.04495 3.07060 4.47171
H 1.16311 3.98103 2.93337
H 2.65091 3.52590 3.82141
```

SMILES: CCC(C)=O.CCC(C)=O
HOMO level (eV): -9.46

=====

(Q)
The following is a DFT calculation (wB97M-V/def2-TZVPD) of a 2-piece molecular cluster, C8H16O2 overall.

Structure (XYZ):
```
26
C8H16O2 | OMol25 | wB97M-V/def2-TZVPD
O 1.46350 0.66462 0.43792
C 0.58336 1.61688 1.05233
C -0.88198 1.26060 0.81087
C -1.12121 0.03334 1.71179
C -0.08451 0.15645 2.86228
C 0.72799 1.43065 2.55553
H 1.28900 0.67772 -0.52633
H 0.83932 2.64338 0.71970
H -1.10082 1.06892 -0.25723
H -1.50821 2.11402 1.13484
H -0.94361 -0.89751 1.13957
H -2.16207 0.00402 2.08756
H 0.58305 -0.72659 2.86940
H -0.57178 0.21801 3.85437
H 1.79059 1.36138 2.85804
H 0.28986 2.31073 3.06441
C 0.37535 -1.90095 -1.48554
C 0.29271 -0.80228 -2.52002
C -0.31994 -1.18239 -3.84828
O 0.69735 0.32678 -2.29573
H 0.84095 -1.52353 -0.55959
H 0.98040 -2.74080 -1.86654
H -0.63384 -2.27524 -1.24460
H 0.26690 -1.98651 -4.32329
H -1.35382 -1.53898 -3.70496
H -0.33855 -0.31276 -4.52650
```

SMILES: OC1CCCC1.CC(C)=O
HOMO level (eV): -9.68

=====

Which one sits at the bottom of the stability order? (P) does.

=====

(P)
The following is a DFT calculation (wB97M-V/def2-TZVPD) of a 2-piece molecular cluster, C5H16N2O overall.

Structure (XYZ):
```
24
C5H16N2O | OMol25 | wB97M-V/def2-TZVPD
C 2.53646 0.22328 1.32207
C 1.01901 0.10160 1.39695
C 0.58920 -1.04241 0.41140
C -0.35805 -0.55097 -0.63610
C -0.23488 -0.84634 -1.91741
N -0.99308 -0.11048 -2.93757
N 0.56666 -0.32368 2.80870
H 2.98409 -0.23282 0.44264
H 2.93642 1.24121 1.20587
H 3.12261 -0.12214 2.18026
H 0.54742 1.03908 1.11628
H 0.13144 -1.86381 1.00020
H 1.34196 -1.68436 -0.04816
H -1.08634 0.13628 -0.20842
H 0.30753 -1.65521 -2.38923
H -1.67982 0.53241 -2.50308
H -1.58292 -0.73335 -3.50202
H -0.48738 0.47737 -3.60599
H 0.84565 -1.29254 2.97399
H -0.45224 -0.29496 2.75678
H 0.96662 0.36452 3.43212
H -2.24320 2.78587 -0.89422
H -3.47539 1.77606 -0.70021
O -2.54567 1.90476 -0.61454
```

Net charge: +2
HOMO level (eV): -18.03

=====

(Q)
The following is a DFT calculation (wB97M-V/def2-TZVPD) of a 2-piece molecular cluster, C5H16N2O overall.

Structure (XYZ):
```
24
C5H16N2O | OMol25 | wB97M-V/def2-TZVPD
C 2.19753 -2.75091 0.61055
C 0.96807 -1.92934 0.24544
C 1.03400 -0.42592 0.65742
C -0.27578 0.22531 0.21611
C -0.27263 1.43623 -0.33693
N -1.41396 2.31754 -0.52278
N 0.89851 -1.90392 -1.29371
H 2.95473 -2.68152 -0.17438
H 2.64551 -2.30430 1.49356
H 1.94286 -3.79090 0.78868
H 0.07160 -2.48746 0.56128
H 1.90834 -0.06155 0.12374
H 1.09648 -0.25800 1.74531
H -1.18186 -0.35700 0.43087
H 0.70248 1.87690 -0.49887
H -1.57070 2.87740 0.34932
H -2.27825 1.81568 -0.73591
H -1.23648 2.97132 -1.29011
H 0.18487 -1.26790 -1.65900
H 0.72967 -2.85390 -1.63535
H 1.75756 -1.56903 -1.74221
H -4.06612 3.65843 0.23154
H -3.50351 3.94052 1.63889
O -3.29293 3.52230 0.79652
```

Net charge: +2
HOMO level (eV): -18.50

=====

Which one sits at the bottom of the stability order? (P) does.

=====

(P)
The following is a DFT calculation (wB97M-V/def2-TZVPD) of a 2-piece molecular cluster, C5H16N2O overall.

Structure (XYZ):
```
24
C5H16N2O | OMol25 | wB97M-V/def2-TZVPD
C -1.98021 -0.52665 -0.23873
C -0.69818 -1.25493 -0.44921
C 0.36218 -1.07560 0.64911
C 0.90385 0.39814 0.88045
C 2.35311 1.96383 -0.22732
N 1.55499 0.91786 -0.27013
N -1.04773 -2.69361 -0.42247
H -1.82747 0.63816 -0.38597
H -2.59957 -0.57274 -1.23254
H -2.40458 -0.60235 0.73598
H -0.34835 -1.10149 -1.53124
H 1.25347 -1.68758 0.45768
H 0.04242 -1.50410 1.59834
H 1.54390 0.28072 1.84603
H 0.09295 1.07821 1.27500
H 2.45366 2.54630 -1.17910
H 3.11005 2.32116 0.62607
H 1.12163 0.58331 -1.10015
H -1.98244 -2.89817 -0.94833
H -1.29182 -2.99523 0.41404
H -0.46967 -3.26235 -0.99925
H -0.43622 3.15221 -0.58437
H 0.08424 3.34045 1.01721
O 0.20979 2.95446 0.06891
```

Net charge: +2
HOMO level (eV): -18.84

=====

(Q)
The following is a DFT calculation (wB97M-V/def2-TZVPD) of a 2-piece molecular cluster, C5H16N2O overall.

Structure (XYZ):
```
24
C5H16N2O | OMol25 | wB97M-V/def2-TZVPD
C 2.55601 -0.41894 1.95672
C 1.11173 -0.52151 1.44785
C 1.07226 -0.17819 -0.07195
C -0.20984 0.29400 -0.74957
C -0.59664 -0.02728 -1.98443
N -1.81691 0.56908 -2.54315
N 0.57323 -1.93765 1.75627
H 2.43171 -0.53155 3.14479
H 3.30391 -1.09065 1.52639
H 2.85662 0.65498 1.87705
H 0.42877 0.26297 2.06753
H 1.54250 -0.98565 -0.58757
H 1.99266 0.49513 -0.22690
H -0.77495 1.24397 -0.39269
H 0.01348 -0.80166 -2.54033
H -1.72395 1.53837 -2.12216
H -2.65097 0.06849 -2.18487
H -1.79415 0.52206 -3.55675
H 1.25902 -2.64376 1.95731
H -0.18368 -2.15429 1.17588
H 0.02356 -2.06471 2.63275
H -2.60709 3.20969 -0.77932
H -3.90008 2.22002 -0.82744
O -2.90719 2.27707 -0.97543
```

Net charge: +2
HOMO level (eV): -18.09

=====

Which one sits at the bottom of the stability order? (P) does.

=====

(P)
The following is a DFT calculation (wB97M-V/def2-TZVPD) of a single C4H10N4O molecule.

Structure (XYZ):
```
19
C4H10N4O | OMol25 | wB97M-V/def2-TZVPD
H -2.25678 -1.68366 -1.39012
N -1.31534 -1.90517 -1.07950
C -0.65822 -1.04643 -0.48960
N -0.84563 0.17653 0.63605
C -1.43815 0.03614 1.93604
C 0.41661 -0.31750 0.21644
N 1.31971 -1.09144 0.96624
N 0.89872 0.32243 -1.04524
C 0.20374 1.45384 -1.63495
O 2.27721 0.66555 -0.88031
H -2.45497 0.43088 1.92524
H -1.49868 -1.01829 2.24900
H -0.84457 0.55845 2.69347
H 2.29917 -0.84039 0.92287
H 1.09827 -1.14271 1.95227
H 0.66167 1.71403 -2.58913
H -0.82481 1.17157 -1.84217
H 0.21126 2.31884 -0.96581
H 2.75077 0.19734 -1.58078
```

SMILES: [H]/N=C1\N(C)[C@]1(N)N(C)O
HOMO level (eV): -7.63

=====

(Q)
The following is a DFT calculation (wB97M-V/def2-TZVPD) of a single C4H10N4O molecule.

Structure (XYZ):
```
19
C4H10N4O | OMol25 | wB97M-V/def2-TZVPD
N 0.23209 -0.92048 -1.75560
C 0.86866 0.28397 -2.14100
C 1.49615 1.04744 -0.91960
N 0.50012 1.46789 0.08172
N -0.25747 0.42137 0.53713
C -0.97852 0.58123 1.56246
N -1.76802 -0.47157 2.04824
C -1.42669 -1.75193 1.75442
O -0.63993 -2.19102 0.93101
H 0.84926 -1.67068 -1.90222
H -0.16345 -0.91394 -0.79135
H 1.61426 0.07343 -2.92162
H 0.18711 1.01213 -2.64757
H 1.97232 1.93553 -1.31458
H 2.28210 0.34110 -0.55425
H 0.90785 2.02473 0.82075
H -1.17785 1.51688 2.05365
H -2.43370 -0.31844 2.81758
H -2.06426 -2.46767 2.34082
```

SMILES: NCCN/N=C/NC=O
HOMO level (eV): -8.04

=====

(R)
The following is a DFT calculation (wB97M-V/def2-TZVPD) of a 2-piece molecular cluster, C4H10N4O overall.

Structure (XYZ):
```
19
C4H10N4O | OMol25 | wB97M-V/def2-TZVPD
C 0.05330 0.39569 -1.88254
C -0.73928 -0.24061 -0.76440
N -1.08853 -1.60333 -0.93634
N -1.66821 0.58634 -0.25808
N -2.76089 0.06032 0.28474
H 0.76445 1.09390 -1.43924
H 0.65724 -0.33836 -2.41277
H -0.60018 0.96117 -2.54493
H -1.15181 -2.14321 -0.08392
H -0.40749 -2.11341 -1.48532
H -3.54172 0.70537 0.28672
H -2.97067 -0.91290 0.04206
C 2.18316 1.16288 2.06322
N 1.15858 0.26955 1.61602
C 1.13894 -0.53485 0.67942
O 1.61636 -1.52295 0.20744
H 3.03730 1.24145 1.38454
H 2.58518 0.78904 3.00890
H 1.73427 2.14390 2.23450
```

SMILES: C/C(N)=N/N.CN=C=O
HOMO level (alpha / beta) (eV): -7.79 / -7.79

=====

Which one sits at the bottom of the stability order? (P) does.